The following is a DFT calculation (the ωB97M-V functional and the def2-TZVPD basis) of 2 unconnected molecules or ions with the total composition C4H11NOS.

Element x y z (Å)
S (-2.2307, 2.2189, 0.4054)
O (1.0080, 0.2346, -1.1226)
N (2.1145, -1.7097, -1.4119)
C (-2.0284, 0.9465, -0.8701)
C (-0.8930, 1.8131, 1.5022)
C (1.3423, -0.8674, -0.6911)
C (0.9515, -1.3918, 0.6573)
H (2.3699, -2.5990, -0.9994)
H (1.3854, -0.7920, 1.4742)
H (-2.7108, 0.0975, -0.8023)
H (-0.1347, -1.5024, 0.7584)
H (-0.9512, 0.7763, 1.7992)
H (-2.3333, 1.4483, -1.7898)
H (1.3987, -2.3569, 0.8664)
H (-0.9682, 0.7027, -0.8952)
H (2.5071, -1.4648, -2.3084)
H (0.0810, 1.9670, 1.0574)
H (-0.9079, 2.4793, 2.3702)

Atomic forces in eV per Å
-0.6 0.2 -0.1
0.0 -0.1 0.3
0.0 -0.3 0.3
-0.4 0.7 -0.3
0.6 0.1 0.4
0.3 0.3 -0.7
0.2 -0.3 0.8
0.1 -0.1 -0.1
-0.5 0.4 -0.4
0.3 -0.1 0.6
0.2 0.3 0.0
0.0 -0.2 0.3
0.3 0.0 -0.2
0.0 -0.5 -0.2
-0.1 -0.3 -0.3
-0.2 0.2 0.1
0.2 -0.1 -0.4
-0.4 -0.2 0.0

Output
Spin multiplicity: 2
Relative energy (zero: lowest compared OMol25 entry of this formula, charge and spin) (kcal/mol): 1.9
Lowest unoccupied orbital energy (alpha / beta) (eV): 3.10 / 3.05
Net charge: -1
HOMO-LUMO gap (alpha / beta) (eV): 2.11 / 8.47